Entry 1:
{"formula": "C3H5O3S2", "method": "wB97M-V/def2-TZVPD", "elements": ["S", "S", "O", "O", "O", "C", "C", "C", "H", "H", "H", "H", "H"], "positions_angstrom": [[-0.12310, -1.18865, 3.93482], [-0.10448, 0.66864, 3.07621], [-0.54671, 1.65417, 4.06410], [0.53558, -0.08256, -3.27196], [1.16227, 0.93867, 2.46209], [0.20216, -0.30380, -2.08173], [0.84804, -1.22554, -1.27581], [-0.80461, 0.58189, -1.37585], [-0.80709, 1.62787, -1.62699], [1.80086, -1.91062, -1.45718], [-1.75368, 0.19310, -1.85664], [0.36152, -1.30474, -0.28311], [-0.77074, 0.35156, -0.30795]], "lowdin_charge": [-0.04, 0.14, -0.55, 0.17, -0.54, -0.58, 0.02, -0.01, 0.08, 0.09, 0.10, 0.05, 0.08], "energy_ev": -31002.49827, "lumo_energy_ev": [2.84, -0.07], "homo_lumo_gap_ev": [6.94, 3.80], "charge": -1}

***

Entry 2:
{"formula": "C5H14OS", "method": "wB97M-V/def2-TZVPD", "elements": ["S", "O", "C", "C", "C", "C", "C", "H", "H", "H", "H", "H", "H", "H", "H", "H", "H", "H", "H", "H", "H"], "positions_angstrom": [[-0.27540, -0.78187, 1.61118], [-3.21809, 0.33622, -0.55584], [0.34316, 0.08290, -0.93783], [-0.94520, -2.35502, 1.91580], [0.58002, -1.09301, 0.06973], [1.53278, 2.20881, -0.09367], [1.48043, 1.08615, -1.12390], [-2.48790, 0.87459, -0.25203], [1.22340, 1.64120, -2.03807], [1.67735, -1.10824, 0.24615], [1.43512, 1.71224, 0.85897], [2.45504, 2.79424, -0.00584], [-1.92135, -2.20801, 2.49308], [-1.25153, -2.86904, 0.98004], [0.80088, -1.93805, -0.60583], [2.51913, 0.69771, -1.21215], [0.71312, 2.91140, -0.05265], [-0.54314, 0.59421, -0.55318], [-0.17786, -0.21751, -1.85334], [-0.31796, -3.06057, 2.46241], [-3.62202, 0.69164, -1.35304]], "lowdin_charge": [0.83, -0.06, -0.29, -0.48, -0.51, -0.12, -0.27, 0.00, 0.10, 0.07, 0.05, 0.07, 0.06, 0.05, 0.10, 0.12, 0.07, 0.04, 0.11, 0.03, 0.04], "energy_ev": -18293.06817, "lumo_energy_ev": 0.86, "homo_lumo_gap_ev": 9.26, "smiles": "CCCCSC.O"}

***

Entry 3:
{"formula": "C22H56O12V", "method": "wB97M-V/def2-TZVPD", "elements": ["V", "O", "O", "O", "O", "O", "O", "O", "O", "O", "O", "O", "O", "C", "C", "C", "C", "C", "C", "C", "C", "C", "C", "C", "C", "C", "C", "C", "C", "C", "C", "C", "C", "C", "C", "H", "H", "H", "H", "H", "H", "H", "H", "H", "H", "H", "H", "H", "H", "H", "H", "H", "H", "H", "H", "H", "H", "H", "H", "H", "H", "H", "H", "H", "H", "H", "H", "H", "H", "H", "H", "H", "H", "H", "H", "H", "H", "H", "H", "H", "H", "H", "H", "H", "H", "H", "H", "H", "H", "H", "H"], "positions_angstrom": [[0.14343, -1.92809, -3.69817], [1.55556, 4.10717, 3.02526], [-0.12479, -1.34904, -0.30293], [-1.27417, 0.30526, 0.65189], [0.21779, 3.64979, -4.44200], [2.88115, -5.19578, 1.12903], [-5.46435, 2.91135, 0.07543], [-3.77366, -1.54481, -3.76192], [-1.54641, -1.53369, 4.76260], [3.63012, -2.57876, -2.80518], [-0.63637, 0.32934, -1.31753], [0.63569, -1.22400, -5.04109], [-0.28382, -3.42890, -4.18941], [-1.72985, -2.87658, 4.39434], [-4.87189, -3.05912, -2.61959], [1.65232, 5.40998, -5.20281], [3.58388, 2.91697, 2.83172], [3.52446, -5.02031, 2.40308], [-4.99363, 3.80837, 2.18965], [-3.06202, -2.89127, 3.68944], [-1.43239, -3.62052, 5.71353], [3.00949, -6.07380, 3.39204], [5.02618, -5.12068, 2.08847], [1.19191, 4.57143, -3.99272], [-5.06505, 4.07074, 0.68693], [0.52675, 5.31235, -2.88151], [4.92556, -0.99776, -1.65926], [-0.59590, -0.21386, -0.21333], [3.20825, 4.70855, 4.62767], [5.20390, -1.49165, -4.22861], [-5.63254, -2.38560, -4.91365], [-5.99516, 5.21415, 0.38116], [-5.09574, -1.91441, -3.53664], [2.54853, 3.48246, 3.83417], [4.94993, -2.03770, -2.82327], [1.96477, -5.82628, 3.58014], [0.49101, 4.77258, -1.93522], [-5.43644, -1.62816, -5.67255], [3.12958, 5.66969, 4.11962], [-5.80332, -3.49789, -2.26179], [5.75292, -2.77385, -2.78618], [-0.47406, 5.67303, -3.11899], [2.18949, 2.76558, 4.57259], [1.18765, 6.10730, -2.53602], [-1.64914, -1.04784, 3.94101], [-0.06442, 3.13729, -3.68088], [-6.71005, -2.54189, -4.86215], [1.14526, 3.45369, 2.45411], [3.59894, -3.03792, -1.96269], [-0.44304, -3.31108, 6.05048], [3.17119, 2.14705, 2.17980], [-4.23302, -3.81861, -3.07026], [4.95533, -0.44034, -4.37378], [-5.66209, -1.11791, -3.05400], [1.98011, 3.93376, -3.59243], [2.60092, 5.94415, -5.14876], [-4.75824, 4.73829, 2.70728], [-3.09418, -2.46290, 2.68766], [-4.04700, 4.21429, 0.32493], [4.57990, -1.80877, -5.06417], [4.00973, 3.69406, 2.19699], [-6.08958, 5.37075, -0.69340], [-6.98262, 5.11660, 0.83225], [5.60117, -5.04405, 3.01129], [0.88940, 6.13313, -5.49108], [-0.98916, -3.11022, 3.62956], [-3.59549, -0.84185, -3.13287], [5.50691, -4.35355, 1.48142], [2.14347, -4.62345, 0.90567], [3.03635, -7.03835, 2.88506], [5.25833, -6.11594, 1.70944], [4.20793, 4.47300, 4.99272], [-4.70015, 2.34619, -0.05941], [4.30120, -0.12033, -1.82781], [-3.84524, -2.33000, 4.19899], [-5.59311, 6.15320, 0.76148], [3.59258, -6.16092, 4.30884], [5.94594, -0.66969, -1.46103], [-4.33797, -2.71114, -1.73532], [1.66716, 4.71589, -6.04312], [-4.15729, 3.12116, 2.31766], [4.53457, -1.43518, -0.74062], [6.23592, -1.62111, -4.55460], [-5.06013, -3.27316, -5.18324], [3.22995, -4.11782, 2.93869], [-3.41890, -3.91701, 3.59673], [4.41105, 2.53518, 3.43015], [-1.46026, -4.68333, 5.47324], [2.59226, 4.93996, 5.49665], [-5.93231, 3.40551, 2.57005], [-2.21133, -3.39228, 6.44102]], "lowdin_charge": [1.06, -0.07, -0.05, -0.02, -0.06, -0.06, -0.04, -0.07, -0.07, -0.07, -0.03, -0.40, -0.42, -0.50, -0.08, -0.04, -0.07, -0.47, -0.06, -0.06, -0.04, -0.07, -0.06, -0.50, -0.55, -0.08, -0.04, -1.15, -0.06, -0.06, -0.04, -0.06, -0.51, -0.43, -0.45, 0.07, 0.08, 0.07, 0.07, 0.08, 0.12, 0.09, 0.13, 0.07, 0.09, 0.09, 0.07, 0.09, 0.08, 0.08, 0.08, 0.09, 0.07, 0.14, 0.13, 0.07, 0.07, 0.08, 0.14, 0.08, 0.08, 0.08, 0.08, 0.07, 0.07, 0.13, 0.10, 0.07, 0.09, 0.08, 0.08, 0.06, 0.10, 0.08, 0.08, 0.07, 0.08, 0.07, 0.08, 0.07, 0.08, 0.07, 0.07, 0.08, 0.13, 0.07, 0.07, 0.07, 0.06, 0.08, 0.08], "energy_ev": -73974.08595, "lumo_energy_ev": 0.43, "homo_lumo_gap_ev": 4.11, "charge": -1}

***

Entry 4:
{"formula": "C2H6N3", "method": "wB97M-V/def2-TZVPD", "elements": ["N", "N", "N", "C", "C", "H", "H", "H", "H", "H", "H"], "positions_angstrom": [[1.50574, 2.33952, -1.67688], [0.03450, 0.13429, 0.54077], [0.79628, 1.60795, -1.23836], [-0.45457, -1.30190, 0.69368], [0.01393, 0.68284, -0.87779], [-1.40887, -1.39354, 0.20187], [-0.62690, -1.40818, 1.83021], [1.07669, 0.35906, 0.84524], [0.25819, -1.99497, 0.33381], [-0.63224, 0.22390, -1.66501], [-0.56274, 0.75104, 1.01245]], "lowdin_charge": [0.31, 0.03, -0.10, 0.03, -0.13, 0.10, 0.14, 0.24, 0.09, 0.16, 0.13], "energy_ev": -6631.64826, "lumo_energy_ev": -4.46, "homo_lumo_gap_ev": 9.50, "charge": 1}

***

Entry 5:
{"formula": "C30H36N5", "method": "wB97M-V/def2-TZVPD", "elements": ["N", "N", "N", "N", "N", "C", "C", "C", "C", "C", "C", "C", "C", "C", "C", "C", "C", "C", "C", "C", "C", "C", "C", "C", "C", "C", "C", "C", "C", "C", "C", "C", "C", "C", "C", "H", "H", "H", "H", "H", "H", "H", "H", "H", "H", "H", "H", "H", "H", "H", "H", "H", "H", "H", "H", "H", "H", "H", "H", "H", "H", "H", "H", "H", "H", "H", "H", "H", "H", "H", "H"], "positions_angstrom": [[-0.60638, -3.35879, 4.30123], [-2.26387, -2.02094, 3.70331], [-1.70745, 0.30826, 1.99868], [-3.60965, -0.11095, -2.50267], [4.83428, -0.23635, -1.15912], [5.84588, -0.94376, -0.40407], [-0.65822, -1.12559, -0.53193], [-1.94302, -2.76427, 2.58772], [-3.14814, 1.61771, 3.38396], [-3.09561, -0.81604, 3.74231], [-1.32547, 3.23057, -1.70814], [3.07956, -1.82024, -0.54610], [-1.71247, 0.85570, -1.69690], [-2.86250, -1.11987, -1.96068], [-2.24314, 0.38749, 3.35079], [-2.96094, 1.11001, -2.32268], [-4.88325, -0.24562, -3.19938], [-1.67606, -0.56501, -1.36890], [-2.64743, 3.45316, -2.11411], [4.27213, 1.89749, -2.27636], [-0.86968, 1.93115, -1.42377], [-1.83643, 1.60362, 1.36625], [1.71954, -2.02133, -0.36341], [5.35401, 0.90827, -1.88147], [4.12623, -2.68339, 0.09329], [3.07462, 1.18904, -2.90105], [-3.48181, 2.38493, -2.47147], [1.25161, -0.27175, -1.94442], [0.73393, -1.15024, -0.94411], [-1.41580, -2.39673, 4.72313], [-2.54206, 2.55183, 2.34086], [3.54348, -0.67078, -1.26671], [-0.90186, -3.60484, 2.97636], [5.24214, -1.81867, 0.67722], [2.59463, 0.04849, -2.05174], [0.55512, 0.24622, -2.60449], [6.48513, -1.54673, -1.07733], [2.27535, 1.92280, -3.05149], [-3.01970, 4.47375, -2.19309], [3.95839, 2.45601, -1.38512], [3.35972, 0.80597, -3.89362], [-0.97822, -1.76957, 0.29906], [4.83476, -1.17651, 1.47054], [-0.87921, 2.01043, 1.01355], [-0.82104, -0.17673, 1.84477], [4.70401, 2.62272, -2.96980], [-5.48987, -1.03295, -2.72746], [-3.43264, -0.68608, 4.78336], [1.40356, -2.86038, 0.27387], [-3.22737, -2.14692, -2.00014], [-3.30814, 3.13265, 1.82240], [5.93348, 0.59241, -2.77118], [-0.64949, 4.08018, -1.58900], [-1.41481, 0.49004, 4.09872], [3.69252, -3.28652, 0.89502], [-5.41220, 0.70533, -3.14905], [-1.80704, 3.22847, 2.79401], [-4.49627, 2.51841, -2.85582], [6.08318, 1.40905, -1.22752], [-3.94701, -0.93326, 3.05136], [-1.49353, -1.91784, 5.69914], [-2.46186, 1.47626, 0.46944], [-4.14730, 1.29704, 3.04971], [-3.20791, 2.04911, 4.38941], [4.56557, -3.36464, -0.65330], [-2.45192, -2.66344, 1.64519], [-4.73994, -0.49294, -4.26130], [-0.38537, -4.32819, 2.36393], [0.09094, 1.75568, -0.93202], [6.03457, -2.42558, 1.12355], [6.51373, -0.19683, 0.04879]], "lowdin_charge": [0.04, -0.10, 0.00, -0.09, -0.03, -0.15, 0.10, -0.10, -0.14, -0.10, -0.07, -0.13, -0.17, 0.05, -0.34, -0.17, 0.00, -0.14, -0.07, -0.16, -0.08, -0.22, 0.06, -0.15, -0.13, -0.13, 0.00, 0.04, -0.17, -0.16, -0.15, -0.06, -0.15, -0.16, -0.12, 0.13, 0.15, 0.12, 0.11, 0.13, 0.14, 0.09, 0.13, 0.11, 0.11, 0.12, 0.10, 0.14, 0.13, 0.14, 0.11, 0.15, 0.11, 0.16, 0.12, 0.08, 0.11, 0.11, 0.13, 0.14, 0.13, 0.10, 0.12, 0.12, 0.14, 0.10, 0.11, 0.09, 0.11, 0.13, 0.13], "energy_ev": -39138.19797, "lumo_energy_ev": -4.60, "homo_lumo_gap_ev": 5.76, "charge": 1}

***

Entry 6:
{"formula": "ClF3Li3", "method": "wB97M-V/def2-TZVPD", "elements": ["Cl", "F", "F", "F", "Li", "Li", "Li"], "positions_angstrom": [[-0.67107, 1.87034, -1.31049], [1.77341, -0.61946, -2.04555], [0.33778, 0.02272, 1.43306], [-1.21175, -1.83326, -0.16840], [-1.22478, -0.92137, 1.81355], [0.77118, 1.92088, 0.88754], [0.22522, -0.43985, -0.60974]], "lowdin_charge": [-0.57, -0.87, -0.80, -0.80, 0.78, 0.69, 0.57], "energy_ev": -21297.79738, "lumo_energy_ev": 1.65, "homo_lumo_gap_ev": 5.80, "charge": -1}